[1]
15
Properties=species:S:1:pos:R:3:forces:R:3:lowdin_charge:R:1 method="wB97M-V/def2-TZVPD" gap_ha=0.3277 relative_energy_kj_mol=494.04
N 2.706 -1.748 -0.365 -1.001 0.631 0.006 0.1615
N -0.122 -0.210 0.894 0.193 1.391 0.328 -0.0140
C -0.351 -0.578 -1.624 -0.090 0.046 -0.038 -0.0209
C 0.547 -0.267 -0.445 -0.001 0.182 -0.198 -0.5869
C 0.699 1.102 0.045 1.067 0.050 -0.688 0.0441
C 1.729 -1.124 -0.382 0.885 -0.864 0.131 -0.1666
C -1.151 0.857 1.251 -0.888 -0.348 0.426 -0.1034
H 1.583 1.190 0.688 0.251 -0.127 -0.317 0.0558
H -0.658 -1.627 -1.635 0.063 0.079 0.050 0.0890
H -1.482 0.607 2.245 -0.319 -0.501 0.443 0.0760
H 0.488 -0.577 1.626 -0.460 0.446 -0.105 0.1415
H -0.949 1.942 1.269 0.516 -0.905 -0.077 0.0743
H -1.974 0.717 0.567 -0.306 -0.050 -0.136 0.0772
H 0.175 -0.356 -2.556 -0.002 -0.020 0.150 0.0939
H -1.236 0.058 -1.585 0.091 -0.010 0.026 0.0784

---

[2]
79
Properties=species:S:1:pos:R:3:forces:R:3:lowdin_charge:R:1 method="wB97M-V/def2-TZVPD" charge=-1 gap_ha=0.3420
F 0.427 -14.597 15.189 1.941 -0.386 -0.125 0.1249
F -1.373 -13.352 15.320 -0.866 2.139 0.993 0.1100
F -1.106 -14.474 13.438 0.558 -0.035 -1.635 0.1012
F -1.580 -15.542 15.293 -1.523 -2.727 1.331 0.1531
O -5.380 -14.172 11.990 -0.881 -0.821 -1.461 -0.0865
O -1.882 -13.926 19.823 -0.216 0.883 0.052 -0.0274
O -1.613 -14.712 22.652 -0.563 0.560 1.292 -0.0740
O 0.284 -9.525 16.314 -0.664 0.615 -1.636 -0.0585
O -8.023 -14.045 10.507 0.799 -1.839 0.235 -0.0774
O 1.563 -11.417 12.184 0.365 -0.382 -0.134 -0.0369
O 4.409 -10.817 12.355 1.297 1.769 0.368 -0.0255
O -5.834 -20.366 15.767 0.628 1.730 -0.124 -0.0884
O 2.729 -8.889 17.359 2.930 1.798 -1.209 -0.0232
O 10.271 -8.363 18.801 -2.076 -0.498 1.410 -0.2209
O -7.014 -17.791 17.091 0.736 0.285 -0.246 -0.0648
O 6.640 -11.675 18.720 -0.256 -0.027 -0.075 -0.2111
N 7.204 -9.083 18.678 0.047 -0.370 0.742 -0.0702
C -6.097 -15.392 11.601 -1.510 1.148 0.815 -0.2011
C 0.615 -9.587 17.662 -0.382 -2.630 -0.380 -0.2519
C 8.014 -9.907 17.789 -1.146 -0.200 -0.686 -0.1994
C -5.639 -18.202 17.012 -0.055 -0.518 0.876 -0.2522
C -0.607 -14.108 21.862 -0.718 0.156 0.772 -0.2663
C 2.087 -10.000 17.737 -2.566 -0.815 3.283 -0.3170
C 9.225 -8.134 19.849 1.030 1.327 -2.063 -0.1444
C -5.264 -18.986 15.772 0.064 -0.959 0.793 -0.1900
C -0.859 -14.580 20.499 1.498 -1.665 -0.772 -0.3092
C 11.555 -8.464 19.307 1.535 1.213 -1.273 -0.1647
C -7.178 -15.230 10.398 2.818 1.240 1.344 -0.1937
C 7.214 -11.203 17.481 0.050 1.059 0.868 -0.1838
C 7.836 -7.889 19.198 0.706 -0.806 0.636 -0.2003
C 3.913 -12.083 12.406 -0.960 -2.031 -0.592 -0.3146
C 2.632 -12.175 11.637 -0.442 -0.672 -0.490 -0.2651
C 6.172 -13.018 18.681 0.958 -0.506 -1.267 -0.1072
B -0.880 -14.518 14.802 -0.099 1.076 -0.482 -1.4808
H -5.334 -18.759 17.899 -0.582 -0.909 0.123 0.1117
H -5.434 -18.396 14.872 -0.429 -0.373 -0.195 0.1133
H 5.565 -13.412 19.497 0.218 0.995 0.517 0.0846
H 7.796 -7.083 18.465 0.647 -0.045 -0.134 0.1192
H -4.952 -17.383 17.229 -0.466 0.832 -1.042 0.1228
H -0.640 -13.019 21.883 0.103 0.217 0.314 0.1240
H 0.021 -10.412 18.056 -0.185 0.044 0.789 0.1113
H 3.742 -12.536 13.383 0.008 0.594 0.614 0.1225
H 7.050 -9.665 19.489 -0.509 -0.197 0.103 0.0918
H 9.036 -10.110 18.111 -0.101 -0.044 0.178 0.1030
H -1.805 -14.104 18.883 -0.027 0.005 -0.179 0.0989
H 0.862 -12.050 12.353 -0.281 0.119 0.270 0.0848
H -4.855 -14.427 12.752 0.237 0.137 0.121 0.0818
H -7.692 -13.636 11.310 -0.078 0.471 0.139 0.0640
H 0.326 -14.484 22.283 0.139 0.141 -0.341 0.1236
H 7.233 -7.529 20.031 -0.263 0.004 0.054 0.1118
H 11.979 -9.390 19.698 -0.948 -0.384 0.682 0.0844
H -7.689 -16.191 10.350 -0.404 0.317 -0.104 0.1038
H 9.493 -7.175 20.292 0.208 0.070 0.424 0.1056
H 9.269 -8.902 20.621 -0.271 -0.277 -0.190 0.1228
H -4.189 -19.151 15.847 -0.001 -0.097 -0.168 0.1183
H -0.035 -10.385 16.031 0.040 -0.056 -0.183 0.0903
H -6.788 -20.317 15.673 -0.089 0.201 -0.123 0.0584
H 2.412 -13.241 11.582 -0.426 -0.225 0.287 0.1187
H 2.775 -11.921 10.587 0.224 0.545 -0.105 0.1126
H -2.433 -14.297 22.374 -0.306 -0.119 0.083 0.0821
H -7.583 -18.550 17.236 0.218 -0.162 0.089 0.0710
H 6.429 -10.907 16.785 -0.294 -0.363 -0.025 0.1194
H 5.349 -10.917 12.189 0.005 0.492 0.133 0.0864
H 11.810 -7.587 19.902 -0.052 -0.142 0.723 0.0827
H 0.130 -14.587 20.039 -0.110 0.223 -1.008 0.1237
H -1.154 -15.617 20.659 0.212 -0.393 -0.324 0.1226
H -6.482 -15.095 9.570 -0.590 -0.066 -0.669 0.1001
H 12.192 -8.319 18.435 0.139 0.038 -0.304 0.0822
H 2.331 -11.002 17.384 -0.192 0.177 -1.709 0.1219
H 0.271 -8.647 18.095 0.869 0.007 0.435 0.1220
H -6.671 -15.612 12.502 -0.237 -0.575 0.058 0.0991
H 7.072 -13.626 18.600 0.000 -0.529 0.125 0.0792
H 7.895 -11.906 17.002 -0.117 -0.432 0.138 0.1158
H 4.605 -12.778 11.930 0.142 -0.271 -0.287 0.1145
H 2.334 -10.231 18.773 -0.196 0.336 0.953 0.1047
H 5.589 -13.244 17.789 -0.149 0.330 -0.281 0.0843
H 3.573 -8.914 17.816 0.379 0.446 -0.367 0.0909
H 8.029 -9.333 16.862 0.557 -0.201 -0.316 0.1214
H -5.400 -16.212 11.430 -0.082 0.010 -0.461 0.1093

---

[3]
39
Properties=species:S:1:pos:R:3:forces:R:3:lowdin_charge:R:1 method="wB97M-V/def2-TZVPD" gap_ha=0.2785 relative_energy_kj_mol=1500.90
F 1.678 3.970 3.686 -0.156 -2.059 -0.889 0.0135
O 3.262 -1.412 -2.171 3.702 4.276 -2.631 0.2077
O 0.432 -1.924 1.589 2.037 3.901 -1.958 -0.0078
O 2.658 -3.575 -2.501 -10.751 2.439 11.494 0.1462
N -2.827 -1.213 0.034 -4.292 -1.788 4.900 0.0578
N 1.302 -0.802 -0.262 2.020 -2.733 -3.875 0.1472
C 2.362 -2.129 -2.220 3.550 -6.574 3.196 -0.4616
C 1.146 2.780 1.765 -0.568 0.306 -6.606 -0.0258
C -1.430 2.404 -1.419 -9.497 -3.808 5.970 -0.0459
C 1.537 2.746 2.990 0.055 1.160 6.384 -0.2833
C -1.961 -2.024 -0.602 -9.131 -10.122 8.614 -0.2282
C -1.156 1.175 -1.763 7.817 1.467 -6.243 -0.2158
C -2.723 2.406 -0.618 2.041 -2.910 1.325 -0.0063
C 0.968 -0.826 1.059 -3.482 -15.275 -5.600 -0.4728
C -1.462 0.054 -1.292 -4.977 -8.936 7.224 -0.0556
C -2.523 0.061 -0.221 -1.441 2.179 -2.297 -0.1984
C 1.420 -2.029 -1.220 -10.729 -2.424 4.978 -0.1511
C 1.498 1.548 3.702 2.022 -3.091 5.145 -0.0008
C -3.341 1.230 0.053 5.108 1.163 -2.855 0.0186
C 0.051 -2.018 -2.109 -2.167 -1.326 -0.382 -0.0884
C 1.167 1.557 1.026 -1.850 -1.526 1.084 0.0872
C 1.157 0.220 1.697 3.115 15.499 7.078 -0.1700
C -1.099 -1.597 -1.258 10.304 11.682 -10.354 -0.2116
C 1.431 0.287 3.116 -1.503 2.882 -3.882 0.0254
H 0.885 3.775 1.268 0.632 -1.610 0.592 0.1605
H 0.122 -1.233 -2.909 0.066 -0.916 0.371 0.1171
H 3.127 -3.562 -3.147 9.420 -0.047 -12.601 -0.0810
H 0.915 -3.117 -0.462 2.807 3.291 -2.131 0.2870
H -1.979 -3.124 -0.402 -0.491 0.883 0.135 0.1681
H 1.912 -0.121 -0.704 -0.126 0.452 1.017 0.1336
H -0.388 -3.055 -2.577 2.140 2.194 0.833 0.1792
H -0.280 1.007 -2.474 -0.639 0.749 0.196 0.1448
H -4.025 1.412 0.859 -0.469 -0.368 -0.013 0.0808
H -3.066 3.256 -0.135 -0.657 2.211 0.036 0.0489
H 1.436 -0.659 3.507 0.139 -1.831 1.979 0.0880
H -3.585 -1.598 0.893 3.342 1.689 -3.712 0.2755
H 0.849 1.595 -0.026 0.224 0.058 0.607 0.0954
H -1.159 3.237 -1.738 2.886 6.919 -3.079 0.0152
H 1.691 1.298 4.989 -0.500 1.943 -4.050 0.2068

---

[4]
26
Properties=species:S:1:pos:R:3:forces:R:3:lowdin_charge:R:1 method="wB97M-V/def2-TZVPD" s_squared=6.0367 charge=+2 gap_ha="0.2355 / 0.1782" multiplicity=5
Pt 0.177 0.191 -2.116 -0.366 -0.492 -1.760 1.2767
O 2.078 3.457 -0.815 -0.726 -1.116 -0.103 0.2322
O 1.510 1.616 -1.990 0.152 -0.175 -1.232 -0.1079
N 0.184 0.584 -0.163 -2.275 -2.959 1.960 -0.0697
C 1.500 2.386 -0.909 0.606 0.991 1.100 -0.4700
C -0.811 -0.790 3.119 0.654 2.249 0.137 0.1070
C 0.062 1.443 2.460 -0.762 -0.484 1.892 0.0739
C -1.089 -2.497 1.422 -0.277 -0.430 0.837 0.0617
C 0.752 1.749 0.197 1.037 1.648 -0.374 -0.1339
C 0.642 2.240 1.500 0.516 0.901 -0.589 0.1623
C -1.160 -2.084 2.766 -0.463 -1.738 -0.743 0.0717
C -0.652 -1.614 0.441 0.103 0.259 -0.479 0.0587
C 0.657 -0.320 -4.002 0.579 0.230 -1.677 -0.2417
C -0.366 0.135 2.142 -0.056 -0.302 1.082 -0.0766
C -0.301 -0.300 0.774 0.905 1.049 -0.692 -0.1386
H -1.488 -2.788 3.531 0.068 0.155 -0.190 0.1557
H -0.857 -0.449 4.156 -0.062 -0.201 -0.251 0.1596
H -0.039 1.796 3.485 0.076 -0.060 -0.242 0.1531
H -1.142 -0.810 -2.137 -0.334 0.149 -0.725 0.0508
H -0.567 -1.942 -0.594 -0.012 -0.063 0.361 0.1002
H -1.370 -3.512 1.144 0.057 0.198 0.124 0.1512
H -1.094 -0.527 -3.082 0.728 0.219 1.347 0.1389
H 1.036 3.233 1.686 0.011 0.021 0.196 0.1714
H 0.400 0.508 -4.668 0.024 -0.241 -0.110 0.0420
H 0.189 -1.247 -4.330 0.056 0.080 -0.165 0.0217
H 1.748 -0.458 -4.017 -0.237 0.113 0.292 0.0498